(1)
The following is a quantum chemistry calculation of C35H42BrI2N12O5Sn as an isolated structure, from OMol25.

XYZ file:
```
98
C35H42BrI2N12O5Sn | OMol25 | the ωB97M-V functional and the def2-TZVPD basis
Sn -0.171 -0.143 -0.067
I -2.348 3.522 3.873
C -0.436 2.904 4.082
C 0.367 3.387 5.060
C 1.727 2.980 5.152
I 2.778 3.783 6.675
C 2.350 2.062 4.211
C 3.700 1.701 4.250
C 4.194 0.843 3.289
C 3.330 0.381 2.307
N 2.028 0.699 2.273
C 1.564 1.508 3.196
C 0.094 1.855 3.100
O -0.630 1.370 2.287
H -0.023 4.101 5.774
H 4.355 2.107 5.012
H 5.234 0.542 3.295
H 3.683 -0.264 1.508
N -0.961 -2.172 2.136
C -0.793 -3.395 1.316
C -1.453 -4.626 1.921
C -1.571 -5.824 0.988
C -0.261 -6.205 0.315
N 0.035 -5.304 -0.814
C -0.516 -5.389 -2.021
N -0.994 -6.545 -2.475
N -0.546 -4.293 -2.789
C -1.261 -3.040 -0.107
O -2.380 -3.378 -0.486
O -0.362 -2.412 -0.821
H -0.444 -2.252 3.005
H -1.937 -2.059 2.386
H 0.286 -3.554 1.248
H -2.453 -4.368 2.278
H -0.869 -4.915 2.801
H -2.324 -5.631 0.224
H -1.917 -6.678 1.573
H -0.298 -7.237 -0.031
H 0.584 -6.150 1.000
H 0.396 -4.388 -0.587
H -0.827 -7.404 -1.985
H -1.383 -6.615 -3.400
H -0.527 -3.399 -2.324
H -0.991 -4.329 -3.690
N -4.732 0.607 -3.303
C -4.522 0.254 -1.847
C -3.193 -0.475 -1.654
N -2.745 -0.401 -0.261
H -5.551 1.198 -3.433
H -4.858 -0.225 -3.878
H -3.913 1.110 -3.673
H -5.371 -0.346 -1.529
H -4.514 1.190 -1.295
H -2.438 0.003 -2.286
H -3.256 -1.525 -1.940
H -3.313 -0.992 0.337
H -2.819 0.575 0.045
Br -1.764 1.814 -4.507
C -1.769 3.514 -3.624
C -1.885 4.627 -4.441
C -1.913 5.887 -3.861
C -1.838 6.018 -2.481
C -1.742 4.890 -1.683
C -1.692 3.612 -2.239
C -1.625 2.433 -1.303
O -2.486 2.348 -0.399
O -0.656 1.608 -1.490
H -1.954 4.511 -5.514
H -2.003 6.762 -4.492
H -1.867 7.001 -2.028
H -1.706 4.985 -0.604
C 2.770 -2.525 -1.746
C 2.796 -1.053 -1.998
N 1.972 -0.161 -1.474
C 2.336 1.073 -2.000
C 3.388 0.916 -2.832
N 3.667 -0.438 -2.831
C 4.757 -1.052 -3.583
N 6.004 -0.439 -3.248
N 6.795 0.071 -4.256
N 7.879 0.517 -3.742
C 7.820 0.299 -2.365
C 8.757 0.600 -1.374
C 8.434 0.271 -0.076
C 7.206 -0.344 0.239
C 6.271 -0.646 -0.729
C 6.621 -0.315 -2.044
H 1.948 -2.738 -1.064
H 3.709 -2.882 -1.311
H 2.601 -3.084 -2.670
H 1.808 1.977 -1.742
H 3.954 1.618 -3.427
H 4.613 -0.904 -4.647
H 4.774 -2.118 -3.372
H 9.704 1.059 -1.631
H 9.136 0.487 0.720
H 7.004 -0.597 1.276
H 5.322 -1.113 -0.483
```

Calculated values
Relative energy (zero: lowest compared OMol25 entry of this formula, charge and spin) in kcal/mol: 34.5
Maximum force in eV Å⁻¹: 0.98
HOMO-LUMO gap in eV: 3.730
Total charge: +3
Calculated total energy in eV: -157148.9358
LUMO in eV: -10.38

(2)
The following is a quantum chemistry calculation of C35H42CaGeN4O2SSbSe4 as an isolated structure, from OMol25.

XYZ file:
```
91
C35H42CaGeN4O2SSbSe4 | OMol25 | the ωB97M-V functional and the def2-TZVPD basis
Ca -0.139 0.435 -0.192
Se -1.786 5.405 0.960
Sb -1.739 3.666 -0.778
Se 0.664 3.114 -1.288
Se -2.676 1.585 0.259
Se -2.892 4.114 -2.862
N -0.538 -0.276 -2.595
C 0.036 -1.612 -2.672
C 0.139 -2.288 -1.284
O 0.902 -3.252 -1.163
O -0.613 -1.787 -0.392
H -1.543 -0.298 -2.447
H -0.352 0.303 -3.403
H 1.044 -1.552 -3.089
H -0.519 -2.324 -3.298
C 4.740 2.382 -1.125
C 4.194 0.975 -1.348
C 3.651 0.871 -2.782
C 5.285 -0.065 -1.113
N 3.142 0.810 -0.344
N 2.334 -0.354 -0.480
H 5.558 2.592 -1.817
H 5.112 2.479 -0.103
H 3.955 3.128 -1.274
H 4.421 1.159 -3.503
H 2.792 1.533 -2.909
H 3.350 -0.149 -3.038
H 6.089 0.049 -1.843
H 4.888 -1.078 -1.213
H 5.700 0.042 -0.109
H 2.508 1.609 -0.401
H 2.645 -1.071 0.166
H 2.373 -0.755 -1.414
C -1.347 -1.325 2.837
Ge -0.280 -2.812 2.126
C -1.545 -4.223 1.592
C -2.641 -4.489 2.410
C -3.575 -5.461 2.074
C -3.427 -6.185 0.901
C -2.344 -5.925 0.071
C -1.415 -4.953 0.412
C 0.831 -3.471 3.631
C 1.002 -2.641 4.716
C 1.821 -2.992 5.811
C 2.478 -4.187 5.827
C 2.362 -5.074 4.725
C 3.052 -6.311 4.706
C 2.966 -7.147 3.629
C 2.187 -6.774 2.514
C 1.503 -5.591 2.514
C 1.555 -4.708 3.622
H -1.712 -1.569 3.838
H -2.202 -1.158 2.181
H -0.790 -0.390 2.881
H -2.782 -3.928 3.328
H -4.420 -5.645 2.726
H -4.156 -6.939 0.630
H -2.226 -6.475 -0.856
H -0.584 -4.743 -0.253
H 0.490 -1.685 4.754
H 1.913 -2.304 6.643
H 3.105 -4.476 6.664
H 3.656 -6.576 5.568
H 3.503 -8.088 3.623
H 2.133 -7.423 1.649
H 0.917 -5.310 1.649
N 0.840 1.205 1.870
S 0.248 2.658 2.191
C 1.630 3.699 2.629
C 1.387 4.961 3.156
C 2.457 5.793 3.434
C 3.758 5.371 3.181
C 3.984 4.118 2.635
C 2.918 3.275 2.347
C -0.563 2.562 3.784
C 0.084 2.055 4.903
C -0.623 1.901 6.082
C -1.968 2.254 6.130
C -2.602 2.759 5.007
C -1.903 2.917 3.815
H 1.506 0.906 2.580
H 0.366 5.293 3.305
H 2.275 6.783 3.834
H 4.592 6.028 3.396
H 4.994 3.793 2.416
H 3.077 2.304 1.891
H 1.133 1.784 4.845
H -0.132 1.504 6.963
H -2.523 2.129 7.053
H -3.650 3.026 5.045
H -2.365 3.308 2.914
```

Calculated values
2S+1: 2
Relative energy (zero: lowest compared OMol25 entry of this formula, charge and spin) in kcal/mol: 5.5
Maximum force in eV Å⁻¹: 0.67
HOMO-LUMO gap (spin up / spin down) in eV: 5.299 / 5.212
Total charge: -2
<S²>: 0.76
Calculated total energy in eV: -400751.5096
LUMO (spin up / spin down) in eV: 3.78 / 3.69

(3)
The following is a quantum chemistry calculation of C35H42CoN5O4Sb as an isolated structure, from OMol25.

XYZ file:
```
88
C35H42CoN5O4Sb | OMol25 | the ωB97M-V functional and the def2-TZVPD basis
Co -0.506 -2.256 0.110
C -0.306 -1.538 3.645
C 0.640 -0.801 2.704
N 1.068 -1.669 1.597
C 2.289 -1.224 0.915
C 2.548 -2.138 -0.269
N 1.348 -2.218 -1.113
C 1.425 -3.258 -2.162
C 1.493 -4.687 -1.633
C 0.255 -5.206 -0.917
N 0.005 -4.502 0.355
C -1.186 -5.021 1.038
C -1.428 -4.213 2.299
N -1.657 -2.811 1.936
C -1.680 -1.883 3.081
H -0.468 -0.907 4.521
H 0.194 -2.436 4.025
H 1.512 -0.449 3.269
H 0.155 0.081 2.278
H 1.265 -2.583 1.998
H 3.151 -1.223 1.593
H 2.167 -0.201 0.558
H 2.775 -3.143 0.091
H 3.424 -1.794 -0.829
H 1.225 -1.321 -1.579
H 2.307 -3.080 -2.790
H 0.533 -3.145 -2.776
H 2.381 -4.834 -1.009
H 1.653 -5.329 -2.502
H 0.372 -6.281 -0.730
H -0.626 -5.054 -1.537
H 0.805 -4.674 0.961
H -1.091 -6.087 1.280
H -2.026 -4.914 0.347
H -0.546 -4.266 2.945
H -2.266 -4.626 2.871
H -2.572 -2.752 1.495
H -2.302 -2.293 3.885
H -2.167 -0.971 2.736
O -6.719 0.681 -1.491
C -5.894 1.282 -0.786
O -5.914 2.411 -0.262
C -4.563 0.508 -0.557
C -3.586 1.028 0.287
C -2.425 0.317 0.490
N -2.159 -0.851 -0.100
C -3.095 -1.351 -0.928
C -4.301 -0.716 -1.162
C -2.743 -2.680 -1.580
O -3.596 -3.343 -2.141
O -1.490 -2.996 -1.469
H -3.769 1.986 0.757
H -1.655 0.688 1.157
H -5.040 -1.163 -1.812
C -0.641 3.940 -4.710
C -0.005 2.709 -4.632
C 0.341 2.190 -3.394
C 0.080 2.901 -2.224
C -0.574 4.125 -2.312
C -0.933 4.641 -3.550
Sb 0.573 1.984 -0.368
C 0.156 3.606 0.951
C -0.725 3.454 2.017
C -0.974 4.506 2.890
C -0.339 5.723 2.705
C 0.544 5.888 1.645
C 0.790 4.837 0.776
C 2.700 2.298 -0.396
C 3.378 2.524 0.799
C 4.765 2.592 0.829
C 5.494 2.428 -0.340
C 4.830 2.202 -1.537
C 3.443 2.134 -1.563
H -0.925 4.342 -5.674
H 0.203 2.146 -5.533
H 0.801 1.207 -3.350
H -0.822 4.681 -1.417
H -1.452 5.588 -3.605
H -1.247 2.516 2.173
H -1.672 4.375 3.707
H -0.535 6.545 3.380
H 1.039 6.839 1.494
H 1.484 4.976 -0.045
H 2.823 2.671 1.720
H 5.276 2.782 1.765
H 6.575 2.486 -0.320
H 5.392 2.088 -2.456
H 2.943 1.979 -2.512
```

Calculated values
2S+1: 4
Relative energy (zero: lowest compared OMol25 entry of this formula, charge and spin) in kcal/mol: 0.0
Maximum force in eV Å⁻¹: 0.39
HOMO-LUMO gap (spin up / spin down) in eV: 6.647 / 6.638
<S²>: 3.76
Calculated total energy in eV: -96782.6828
LUMO (spin up / spin down) in eV: -0.53 / -0.54

(4)
The following is a quantum chemistry calculation of C35H42I2N3OPPd as an isolated structure, from OMol25.

XYZ file:
```
85
C35H42I2N3OPPd | OMol25 | the ωB97M-V functional and the def2-TZVPD basis
Pd 1.223 -0.097 -0.118
I 1.680 -4.644 -5.846
C 1.559 -2.927 -4.670
C 0.631 -1.938 -4.974
C 0.532 -0.816 -4.170
I -0.782 0.707 -4.716
C 1.321 -0.643 -3.008
O 1.159 0.359 -2.194
C 2.317 -1.629 -2.794
C 3.333 -1.353 -1.736
N 2.779 -1.496 -0.363
C 3.787 -1.189 0.674
C 3.149 -0.809 1.981
C 3.644 -1.186 3.217
C 2.994 -0.738 4.359
C 1.878 0.067 4.228
C 1.431 0.385 2.954
N 2.058 -0.044 1.865
C 2.419 -2.756 -3.601
H -0.015 -2.039 -5.836
H 3.667 -0.318 -1.816
H 4.199 -2.010 -1.856
H 2.433 -2.444 -0.261
H 4.339 -0.319 0.311
H 4.502 -2.003 0.805
H 4.515 -1.824 3.279
H 3.354 -1.025 5.339
H 1.339 0.432 5.091
H 0.549 0.988 2.786
H 3.192 -3.490 -3.400
C -2.755 -1.221 -1.864
C -2.150 -2.286 -0.960
C -1.557 -3.416 -1.808
P -0.854 -1.604 0.186
C -0.658 -3.065 1.336
C -1.886 -3.673 2.013
C 0.414 -2.802 2.394
C -1.713 -0.267 1.079
C -2.925 -0.482 1.756
C -3.650 0.525 2.361
C -4.962 0.260 3.058
C -3.122 1.817 2.267
C -1.949 2.076 1.594
C -1.209 1.049 0.964
N -0.037 1.365 0.291
C 0.127 2.657 -0.293
C -0.845 3.132 -1.184
C -1.992 2.266 -1.611
C -0.754 4.423 -1.696
C 0.306 5.260 -1.396
C 0.413 6.643 -1.987
C 1.286 4.760 -0.549
C 1.218 3.488 0.011
C 2.323 3.078 0.946
H -3.567 -1.658 -2.452
H -2.012 -0.829 -2.565
H -3.166 -0.390 -1.292
H -2.948 -2.685 -0.329
H -0.731 -3.040 -2.422
H -2.316 -3.816 -2.485
H -1.183 -4.250 -1.210
H -0.254 -3.810 0.644
H -2.232 -3.047 2.837
H -1.611 -4.643 2.439
H -2.721 -3.845 1.333
H 0.140 -1.948 3.019
H 1.387 -2.597 1.947
H 0.523 -3.669 3.050
H -3.333 -1.486 1.784
H -5.095 -0.806 3.253
H -5.812 0.593 2.456
H -5.020 0.784 4.015
H -3.650 2.644 2.734
H -1.578 3.092 1.526
H -1.673 1.231 -1.662
H -2.340 2.564 -2.601
H -2.839 2.329 -0.919
H -1.528 4.765 -2.378
H -0.541 6.969 -2.402
H 1.151 6.674 -2.791
H 0.721 7.370 -1.234
H 2.139 5.387 -0.301
H 3.106 3.837 0.951
H 2.769 2.131 0.654
H 1.961 2.961 1.970
```

Calculated values
Relative energy (zero: lowest compared OMol25 entry of this formula, charge and spin) in kcal/mol: 0.0
Maximum force in eV Å⁻¹: 0.45
HOMO-LUMO gap in eV: 6.578
Calculated total energy in eV: -72465.7724
LUMO in eV: -0.16

(5)
The following is a quantum chemistry calculation of C35H43AlN7O3 as an isolated structure, from OMol25.

XYZ file:
```
89
C35H43AlN7O3 | OMol25 | the ωB97M-V functional and the def2-TZVPD basis
C 1.206 2.750 -0.490
C 1.423 4.016 0.396
Al 0.738 5.716 -0.435
N 0.989 5.820 -2.307
O 1.692 7.114 0.293
C -1.237 6.052 -0.044
O -1.866 5.125 0.920
C -2.042 3.904 0.513
C -2.232 3.615 -0.936
O -2.099 3.025 1.305
H 2.145 2.414 -0.904
H 0.879 1.949 0.140
H 0.508 2.912 -1.302
H 0.925 3.863 1.346
H 2.486 4.149 0.532
H 0.706 6.754 -2.590
H 1.970 5.775 -2.562
H 1.545 7.104 1.244
H -1.326 7.030 0.403
H -1.793 6.112 -0.979
H -2.441 2.573 -1.053
H -3.089 4.167 -1.301
H -1.381 3.902 -1.534
N -0.699 0.058 0.150
C -1.745 -0.288 0.894
C -2.680 -1.240 0.512
C -2.518 -1.864 -0.714
C -1.435 -1.513 -1.503
C -0.557 -0.549 -1.025
H -1.836 0.235 1.841
H -3.514 -1.482 1.159
H -3.226 -2.612 -1.051
H -1.272 -1.973 -2.468
H 0.307 -0.242 -1.608
N -6.770 1.274 -0.165
C -7.740 1.889 0.508
C -7.510 2.816 1.513
C -6.198 3.122 1.840
C -5.171 2.493 1.154
C -5.514 1.582 0.164
H -8.752 1.618 0.225
H -8.340 3.285 2.024
H -5.976 3.838 2.621
H -4.127 2.699 1.377
H -4.744 1.067 -0.401
N -9.171 1.343 5.593
C -8.342 1.454 4.556
C -7.604 0.399 4.041
C -7.734 -0.843 4.639
C -8.591 -0.979 5.719
C -9.283 0.141 6.154
H -8.269 2.443 4.124
H -6.947 0.550 3.195
H -7.175 -1.693 4.268
H -8.720 -1.931 6.216
H -9.966 0.079 6.995
N 3.184 -0.415 -1.596
C 3.882 -0.289 -2.721
C 4.425 -1.361 -3.413
C 4.232 -2.635 -2.904
C 3.509 -2.786 -1.735
C 3.007 -1.646 -1.123
H 4.008 0.728 -3.080
H 4.985 -1.200 -4.324
H 4.642 -3.499 -3.413
H 3.340 -3.765 -1.307
H 2.431 -1.714 -0.205
N 3.536 -6.398 -1.232
C 4.840 -6.330 -0.960
C 5.603 -7.421 -0.573
C 4.978 -8.651 -0.458
C 3.625 -8.741 -0.734
C 2.954 -7.589 -1.117
H 5.289 -5.346 -1.059
H 6.658 -7.306 -0.367
H 5.538 -9.528 -0.157
H 3.098 -9.682 -0.656
H 1.894 -7.614 -1.346
N 7.194 -2.370 -1.472
C 7.641 -1.459 -0.611
C 8.841 -0.780 -0.764
C 9.621 -1.067 -1.871
C 9.172 -2.013 -2.777
C 7.955 -2.630 -2.532
H 6.998 -1.266 0.241
H 9.152 -0.046 -0.034
H 10.565 -0.559 -2.027
H 9.749 -2.266 -3.657
H 7.561 -3.372 -3.219
```

Calculated values
Relative energy (zero: lowest compared OMol25 entry of this formula, charge and spin) in kcal/mol: 5.5
Maximum force in eV Å⁻¹: 3.23
HOMO-LUMO gap in eV: 6.309
Total charge: -1
Calculated total energy in eV: -60165.2212
LUMO in eV: 1.92